No. 1
Molecular formula: C24H28FeNO3
Method: DFT, ωB97M-V/def2-TZVPD

Geometry as XYZ:
```
57
Properties=species:S:1:pos:R:3:forces:R:3:lowdin_spin:R:1
C 2.038606 0.160974 0.956092 0.0 0.7 -0.8 0.03
C 2.160368 -0.599637 -0.241451 0.1 1.0 -0.1 0.04
C 1.834770 0.240883 -1.356554 0.3 0.4 1.0 0.03
H 2.513864 -1.626321 -0.289602 -0.4 0.2 -0.1 0.00
C 1.514205 1.549475 -0.838613 0.5 -0.6 0.7 0.02
C 1.624364 1.490376 0.602006 1.0 -0.6 -1.0 0.02
H 1.378282 2.469170 -1.407050 -0.2 -0.4 0.1 0.00
C -1.056535 -1.686894 1.161117 -0.7 -1.3 -1.2 0.01
C -0.125282 -2.642413 0.645833 -0.7 0.4 -0.1 0.04
C -0.260310 -2.731102 -0.766495 -1.2 0.5 0.3 0.04
H 0.531916 -3.262405 1.243153 0.2 0.3 0.0 0.00
C -1.341786 -1.882056 -1.147933 -0.2 -0.3 1.4 0.02
C -1.905834 -1.258293 0.053344 1.4 -1.3 -0.6 0.00
H 1.922713 -0.030567 -2.410645 -0.2 0.1 0.4 0.00
H 1.566483 2.332554 1.285470 -0.3 -0.2 -0.2 0.00
H 2.305037 -0.159503 1.960822 -0.4 0.0 -0.3 0.00
H -2.868063 -0.744075 0.103831 0.6 0.1 0.1 0.00
H 0.306675 -3.370765 -1.449752 -0.1 0.4 0.3 0.00
H -1.243750 -1.452247 2.198275 0.1 -0.1 0.0 0.00
Fe -0.277239 0.243949 0.074995 2.1 -1.6 0.3 3.60
C -1.771398 -1.462401 -2.536989 0.1 -0.1 0.5 0.00
C -3.300684 -1.403198 -2.605852 -0.3 0.0 0.1 0.00
C -1.275117 -2.457990 -3.596573 0.1 -0.1 -0.2 0.00
H -3.734905 -2.327134 -2.197702 0.2 0.2 -0.2 0.00
H -3.649276 -1.281344 -3.640326 0.0 0.0 0.1 0.00
H -3.697686 -0.569873 -2.019156 0.1 -0.1 -0.1 0.00
H -1.635882 -3.476491 -3.374496 0.0 0.4 -0.1 0.00
H -0.178435 -2.503607 -3.655303 -0.2 0.1 0.2 0.00
H -1.640306 -2.165624 -4.595859 0.1 -0.1 0.2 0.00
C -1.106103 -0.070774 -2.745442 0.5 0.9 0.0 0.00
C -1.942510 1.160187 -3.023636 -0.3 -0.7 2.3 0.00
H -0.318502 -0.154511 -3.496256 -0.2 0.0 0.2 0.00
H -0.584086 0.277606 -1.808601 -0.5 -0.6 -1.5 0.00
O -2.606631 1.644180 -2.094584 0.6 -0.4 -3.0 0.00
N -1.677173 1.685837 -4.320647 -0.9 0.7 -0.8 0.00
C -0.493036 2.573281 -4.299146 -0.3 0.2 0.6 0.00
H -2.485687 2.134484 -4.758861 0.4 0.1 0.6 0.00
C 0.829872 1.902978 -4.622480 -0.1 -0.1 -0.3 0.00
C 2.011466 2.568852 -4.282273 0.0 -0.6 -0.2 0.00
H 1.962665 3.530813 -3.774493 0.0 -0.2 0.0 0.00
C 3.239995 1.990076 -4.595037 0.1 0.0 -0.2 0.00
H 4.159202 2.502826 -4.327617 -0.1 0.0 0.0 0.00
C 3.308791 0.768664 -5.269920 -0.3 0.0 0.0 0.00
H 4.273828 0.345406 -5.562509 -0.3 0.1 0.2 0.00
C 2.124365 0.100144 -5.588268 -0.2 0.3 0.0 0.00
H 2.143425 -0.851706 -6.106349 0.1 0.0 0.0 0.00
C 0.882897 0.665549 -5.279474 0.4 0.4 0.1 0.00
H -0.053884 0.160610 -5.522565 0.3 0.1 0.0 0.00
H -0.454441 2.990039 -3.270086 0.4 0.1 -0.5 0.00
H -0.665859 3.425009 -4.984050 0.1 -0.5 0.2 0.00
C -1.885832 2.674465 2.791190 0.1 -0.1 0.3 0.00
C -1.160211 1.619795 2.022660 0.7 -1.1 -0.6 0.01
O -0.379302 0.829983 2.603335 -1.2 1.3 -0.4 0.01
O -1.387483 1.590424 0.728332 -0.8 1.5 2.2 0.09
H -1.598262 2.544326 3.834962 -0.3 0.3 0.0 0.00
H -2.955296 2.569122 2.642720 -0.2 -0.1 0.1 0.00
H -1.611704 3.653794 2.414112 0.1 0.2 0.0 0.00
```
Forces are in eV/Å.

As for the charge: -1. As for the expectation value of S²: 6.0177. As for the spin multiplicity: 5. The gap between HOMO and LUMO (alpha / beta) is 6.194 / 6.158 eV. The molecular weight comes out at 434.337 g mol⁻¹. As for the energy above the lowest of the compared OMol25 structures with the same formula, charge and spin: 0.000 eV.

=====

No. 2
Molecular formula: C10H3Cl5N5O3Pt
Method: DFT, ωB97M-V/def2-TZVPD

Geometry as XYZ:
```
27
Properties=species:S:1:pos:R:3:forces:R:3:mulliken_charge:R:1
Pt -0.774019 0.349431 -0.515266 -0.1 0.2 0.0 0.88
N -0.667531 2.125644 0.518044 0.0 -0.1 -0.1 -0.44
N -1.999172 2.556853 0.745033 -0.1 0.1 0.1 -0.42
C -3.035387 2.039813 -0.099387 0.1 -0.1 -0.1 0.64
O -4.086063 2.646626 -0.121219 0.0 0.1 0.1 -0.69
O -2.732058 0.966660 -0.734921 0.1 -0.1 0.0 -0.78
H -0.210913 1.949605 1.407264 0.0 0.0 0.0 0.38
H -0.127622 2.802098 -0.018900 0.0 0.0 0.0 0.37
H -2.093591 3.541699 0.940968 0.0 0.0 0.0 0.26
Cl 1.520683 2.057225 -2.035099 0.0 0.0 0.0 -0.21
C 2.123203 0.774450 -1.011058 0.0 0.0 0.0 1.13
C 1.204202 -0.034254 -0.335909 0.0 0.0 -0.1 -2.07
C 1.768431 -1.040730 0.454734 -0.1 0.0 0.1 1.34
Cl 0.717339 -2.066785 1.360289 0.1 0.0 0.0 -0.15
C 3.143780 -1.236465 0.560447 0.1 0.0 0.0 -0.26
Cl 3.781748 -2.496821 1.549415 0.0 0.0 0.0 -0.19
C 4.019375 -0.403890 -0.130906 0.0 0.0 0.0 0.57
Cl 5.724831 -0.623801 0.000946 0.0 0.0 0.0 -0.20
C 3.503821 0.616263 -0.923269 0.0 -0.1 0.0 -0.25
Cl 4.581149 1.660541 -1.775909 0.0 0.0 0.0 -0.20
O -2.124424 -0.845052 1.829119 -0.1 0.1 0.0 -0.38
N -2.654980 -1.900212 1.457975 0.0 0.0 0.1 -0.35
C -2.424289 -2.311270 0.192620 -0.1 -0.1 0.0 0.59
C -1.640378 -1.636678 -0.775671 0.1 -0.3 -0.2 0.57
N -1.085166 -1.385288 -1.794283 0.1 0.2 0.2 -0.70
C -2.993492 -3.547941 -0.205320 -0.1 -0.2 0.0 0.11
N -3.439479 -4.557712 -0.539741 0.0 0.0 0.0 -0.55
```
Forces are in eV/Å.

As for the charge: -1. As for the spin multiplicity: 1. The gap between HOMO and LUMO is 7.208 eV. The molecular weight comes out at 613.509 g mol⁻¹. As for the energy above the lowest of the compared OMol25 structures with the same formula, charge and spin: 1.003 eV.

=====

No. 3
Molecular formula: C16H38N5O11S2
Method: DFT, ωB97M-V/def2-TZVPD

Geometry as XYZ:
```
72
Properties=species:S:1:pos:R:3:forces:R:3:mulliken_charge:R:1
O 0.587278 -3.636012 4.343262 -0.1 0.2 0.1 -0.62
S 1.030900 -4.603114 3.369123 -0.3 0.0 -0.2 0.74
O 0.392565 -5.898728 3.451984 -0.1 -0.2 0.0 -0.68
N 0.975294 -4.104614 1.867388 0.2 0.2 0.2 -0.23
S 2.279589 -3.415970 1.271251 0.1 -0.3 0.2 1.06
O 3.158596 -2.855306 2.279620 0.1 0.1 0.2 -0.70
O 2.906636 -4.321688 0.338934 0.2 0.1 -0.4 -0.69
C 1.579517 -2.038912 0.374989 -0.4 -0.1 0.0 -0.48
O 2.604676 -1.410348 -0.370699 0.0 0.0 -0.1 -0.39
C 2.352633 -0.073090 -0.634578 0.1 0.0 0.1 -0.28
O 2.542065 0.170463 -2.012081 -0.1 0.0 0.0 -0.37
C 3.383302 1.252361 -2.311999 0.0 0.0 -0.2 -0.57
C 2.776185 2.608610 -1.955919 0.3 0.0 0.0 -0.03
O 3.793391 3.620944 -1.954784 -0.2 0.0 0.1 -0.49
H 2.344434 -4.788523 3.599717 0.1 0.0 0.1 0.13
H 0.792012 -2.457971 -0.250884 0.1 0.0 -0.1 0.31
H 1.148133 -1.371145 1.123493 0.0 -0.1 0.1 0.41
H 1.324647 0.189339 -0.363317 0.0 0.0 0.0 0.37
H 3.050271 0.548761 -0.051963 0.0 0.0 0.0 0.25
H 3.546171 1.209820 -3.390345 0.1 0.0 0.0 0.32
H 4.365926 1.162370 -1.829659 -0.1 -0.1 0.2 0.29
H 2.289910 2.555295 -0.979746 -0.1 0.0 0.0 0.33
H 2.048526 2.912975 -2.708476 -0.1 -0.1 0.1 0.10
H 4.148729 3.685515 -1.064139 0.1 -0.1 0.0 0.29
C -1.478586 -0.495325 3.556278 0.1 -0.2 0.1 0.15
O -0.918061 -1.001286 2.611563 0.1 0.2 -0.3 -0.64
N -2.541973 -1.062805 4.173413 -0.1 0.0 0.0 0.18
C -3.204884 -0.448233 5.293309 0.0 -0.1 0.0 -1.00
C -2.983925 -2.357799 3.681728 0.1 0.0 0.1 -0.84
H -1.164470 0.461903 4.007258 0.0 0.0 0.0 0.30
H -3.148640 -1.082156 6.182625 0.0 0.0 0.0 0.35
H -4.260313 -0.257780 5.074409 0.0 0.0 0.0 0.34
H -2.723038 0.502950 5.518059 0.0 0.0 0.0 0.31
H -2.172025 -3.083651 3.750717 0.0 0.0 0.0 0.18
H -3.282812 -2.288324 2.634825 0.0 0.0 0.0 0.28
H -3.829560 -2.692155 4.281135 0.0 0.0 0.0 0.37
C 0.224036 -5.524784 -0.893334 0.3 0.0 0.4 0.28
O 0.189160 -4.356876 -1.211597 -0.4 0.0 -0.5 -0.66
N -0.576469 -6.481240 -1.430739 0.0 0.0 -0.1 0.16
C -0.503643 -7.856073 -1.002764 0.0 0.0 0.0 -0.93
C -1.525824 -6.090646 -2.450658 0.0 0.0 0.0 -0.96
H 0.914715 -5.892033 -0.120160 0.0 0.0 0.0 0.18
H -0.239899 -8.517500 -1.834010 0.0 0.0 0.0 0.33
H -1.456971 -8.191892 -0.584783 0.0 0.0 0.0 0.33
H 0.258474 -7.946902 -0.230942 0.0 0.0 0.0 0.31
H -1.013759 -5.656405 -3.311414 0.0 0.0 0.0 0.27
H -2.218392 -5.339390 -2.066823 0.0 0.0 0.0 0.28
H -2.086317 -6.968432 -2.769361 0.0 0.0 0.0 0.38
C 0.728339 5.657572 -2.485666 0.0 -0.1 0.1 0.09
O -0.423579 5.263810 -2.507758 0.0 0.1 -0.1 -0.62
N 1.553493 5.681200 -3.547537 0.0 0.1 0.0 0.18
C 2.926931 6.123123 -3.425207 0.0 0.1 -0.1 -0.97
C 1.046809 5.236301 -4.831604 0.0 0.0 0.0 -1.02
H 1.206421 6.027186 -1.562936 0.0 0.0 0.0 0.33
H 3.122002 7.000539 -4.048288 -0.1 0.0 0.0 0.36
H 3.607979 5.320995 -3.701679 0.1 0.0 0.0 0.36
H 3.117436 6.383938 -2.387189 0.1 0.0 0.0 0.29
H 0.199223 5.847613 -5.144248 0.0 0.0 0.0 0.31
H 0.707229 4.201183 -4.774610 0.0 0.0 0.0 0.31
H 1.842095 5.314093 -5.569427 0.0 0.0 0.0 0.40
C -2.355492 3.360575 2.056981 0.0 0.0 0.0 0.17
O -1.167226 3.209387 2.254477 0.0 0.0 0.0 -0.60
N -2.896689 3.757255 0.886960 0.0 0.0 0.0 0.20
C -4.318364 3.946890 0.729881 0.0 0.0 0.0 -0.93
C -2.015371 3.997830 -0.247537 0.0 -0.1 0.1 -1.00
H -3.112592 3.190641 2.843902 0.0 0.0 0.0 0.23
H -4.720391 3.286099 -0.041968 0.0 0.0 0.0 0.33
H -4.547604 4.978618 0.451213 0.0 0.0 0.0 0.32
H -4.820261 3.723033 1.670444 0.0 0.0 0.0 0.31
H -1.480012 3.086240 -0.512770 0.0 0.0 0.0 0.28
H -1.276171 4.758971 -0.007903 0.0 0.0 0.0 0.26
H -2.602416 4.332714 -1.097437 0.0 0.0 0.0 0.42
```
Forces are in eV/Å.

As for the charge: -1. As for the spin multiplicity: 1. The gap between HOMO and LUMO is 7.222 eV. The molecular weight comes out at 540.638 g mol⁻¹.

=====

No. 4
Molecular formula: C3H6O3
Method: DFT, ωB97M-V/def2-TZVPD

Geometry as XYZ:
```
12
Properties=species:S:1:pos:R:3:forces:R:3:lowdin_spin:R:1
C -2.442995 0.007004 1.098404 -2.3 -1.4 -0.2 0.41
C -1.127443 0.120105 1.022202 5.6 -1.5 2.3 0.26
O -0.251054 -1.073410 1.225142 -4.8 3.6 -1.9 0.28
H -3.089474 0.729440 1.588502 0.2 0.3 -0.4 0.02
H -2.817541 -0.951159 0.849563 -0.9 -0.9 -0.2 0.02
H -0.645312 1.063925 1.280110 0.4 -0.2 -0.5 0.01
H 0.171790 -0.710332 1.990847 2.0 0.1 1.1 0.00
O 1.497045 1.017688 -0.339834 -1.8 1.0 0.5 0.01
C 1.111219 0.719121 -1.444562 4.1 -1.6 -0.7 0.00
O 1.117663 -0.655121 -1.716121 -1.8 2.3 0.0 0.00
H 1.284811 1.417493 -2.314945 -1.2 -0.8 0.5 0.00
H 0.941799 -0.940010 -0.803833 0.6 -0.9 -0.2 0.00
```
Forces are in eV/Å.

As for the charge: +1. As for the expectation value of S²: 0.7575. As for the spin multiplicity: 2. The gap between HOMO and LUMO (alpha / beta) is 8.554 / 4.704 eV. The molecular weight comes out at 90.078 g mol⁻¹. As for the energy above the lowest of the compared OMol25 structures with the same formula, charge and spin: 2.004 eV.